No. 1
Below is C22H22N2O4S2 in the gas phase in a non-equilibrium geometry, with properties calculated with wB97M-V/def2-TZVPD.

CARTESIAN COORDINATES (ANGSTROEM)
C -6.56758 -1.78176 -0.29920
O -6.86693 -0.34626 -0.52232
C -6.03574 0.50622 -0.42701
C -6.61792 1.87591 -0.61073
C -5.71161 2.93619 -0.55204
C -4.42992 2.57155 -0.06267
C -3.90085 1.30694 -0.06312
C -2.41208 1.03916 -0.02147
C -1.66847 0.18702 0.23987
S -2.20010 -1.53677 0.24954
C -0.55123 -2.18942 0.43970
S 0.01767 -3.59884 0.34483
N 0.36078 -1.23380 0.52531
C 1.70763 -1.21996 0.58983
C 2.02778 -0.88038 2.30296
C 3.34307 0.07984 2.28905
O 4.38101 -0.34938 2.77522
N 3.05044 1.39944 1.63449
C 4.07787 2.05851 1.71467
C 4.10594 2.75488 0.35526
C 4.21006 1.79122 -0.76802
C 3.08460 1.27454 -1.62341
C 3.24801 0.28697 -2.37120
C 4.39057 -0.57576 -2.53699
O 4.54408 -1.44522 -3.36182
C 5.47046 -0.14115 -1.73064
C 5.43338 1.17963 -0.81254
C -0.25122 0.16711 0.28537
O 0.32719 1.17916 0.64976
C -4.71123 0.14062 -0.35455
H -7.37339 -2.38161 -0.49244
H -6.13915 -1.93601 0.54318
H -5.89046 -2.01208 -1.22753
H -7.58218 1.95545 -0.67967
H -6.12554 4.12232 -0.50011
H -3.76472 3.63022 -0.26389
H -1.82964 2.22913 0.06589
H 2.11853 -2.32854 0.40407
H 2.37856 -0.63105 0.07024
H 1.20818 -0.45784 2.61386
H 2.55819 -1.97860 2.62460
H 2.21835 1.46037 1.49116
H 5.05920 1.93109 1.92385
H 3.80990 3.02379 2.53710
H 3.04384 3.29570 0.13911
H 4.85574 3.35111 0.21035
H 2.03846 1.90097 -1.16653
H 2.44404 -0.11370 -2.83533
H 3.62278 -1.51332 -3.76159
H 6.42406 -0.60362 -1.57200
H 6.27144 1.26345 -0.42208
H -4.48876 -0.61943 -0.05999

The frontier orbital gap is 6.93 eV. As for the HOMO energy: -7.9 eV. Its structure (SMILES) is COc1cccc(/C=C2\SC(=S)N(CCC(=O)NCCc3ccc(O)cc3)C2=O)c1. The LUMO energy comes out at -1.00 eV. For the relative energy (zero: lowest compared OMol25 entry of this formula, charge and spin), the calculation gives 479.6 kcal/mol. The multiplicity is 1.

Atom charges from the Löwdin analysis, given in e for atoms 1 to 4:
1. C 0.0728
2. O 0.0070
3. C -0.3585
4. C 0.0468

=====

No. 2
Below is C3H3N3O in the gas phase, with properties calculated with wB97M-V/def2-TZVPD.

CARTESIAN COORDINATES (ANGSTROEM)
O 2.30547 -0.09755 -1.06630
C 1.14355 -0.02474 -0.73390
C 0.58934 1.17796 -0.06253
N -0.39037 1.11007 0.76930
N -0.98096 -0.10668 0.84590
C -0.76262 -1.07248 -0.08304
N 0.21908 -1.06137 -0.91641
H 1.06561 2.14469 -0.19880
H -1.68971 -0.19443 1.55511
H -1.49939 -1.87547 -0.10932

The frontier orbital gap is 10.20 eV. As for the HOMO energy: -9.8 eV. Its structure (SMILES) is O=c1cn[nH]cn1. The LUMO energy comes out at 0.43 eV. For the relative energy (zero: lowest compared OMol25 entry of this formula, charge and spin), the calculation gives 25.8 kcal/mol. The multiplicity is 1.

Atom charges from the Löwdin analysis, given in e for atoms 1 to 4:
1. O 0.0771
2. C -0.4819
3. C -0.0411
4. N 0.0696

=====

No. 3
Below is C4H3N in the gas phase in a non-equilibrium geometry, with properties calculated with wB97M-V/def2-TZVPD.

CARTESIAN COORDINATES (ANGSTROEM)
C -0.56769 -1.00813 -0.98419
C 0.02385 -0.01293 -0.07173
C 0.46474 0.91786 0.60178
C 0.87731 1.84300 1.55231
N 1.07595 2.44233 2.51108
H -1.56420 -0.90005 -1.38608
H 0.26311 -1.25672 -1.73799
H -0.57308 -2.02536 -0.48518

The frontier orbital gap is 10.97 eV. As for the HOMO energy: -10.4 eV. Its structure (SMILES) is CC#CC#N. The LUMO energy comes out at 0.59 eV. For the relative energy (zero: lowest compared OMol25 entry of this formula, charge and spin), the calculation gives 10.1 kcal/mol. The multiplicity is 1.

Atom charges from the Löwdin analysis, given in e for atoms 1 to 4:
1. C -0.0979
2. C -0.0494
3. C -0.0289
4. C -0.2514

=====

No. 4
Below is 2 unconnected molecules or ions with the total composition C4H13NO in a non-equilibrium geometry, with properties calculated with wB97M-V/def2-TZVPD.

CARTESIAN COORDINATES (ANGSTROEM)
C -0.09175 -0.97527 0.44382
C -0.14444 0.59510 0.30916
C -0.71512 1.05950 -1.03571
C -1.06670 1.15498 1.38114
N 1.17365 -1.26692 1.13238
H 0.04111 -1.42676 -0.53047
H -0.87878 -1.29951 1.12858
H 0.88365 0.98585 0.28998
H -0.79991 0.27480 -1.81428
H -0.09342 1.83938 -1.48612
H -1.74903 1.40480 -1.03846
H -0.71699 1.09734 2.41345
H -1.49475 2.15467 1.17160
H -1.99990 0.58387 1.21822
H 1.23509 -1.95273 1.85257
H 2.04284 -0.82109 0.89340
H 1.59321 -0.78345 -1.34013
H 1.62595 -1.57832 -2.82732
O 1.15530 -1.04625 -2.16183

The frontier orbital gap (alpha / beta) is 2.62 / 8.57 eV. The charge is -1. As for the HOMO energy (alpha / beta): 1.2 / -4.9 eV. The LUMO energy (alpha / beta) comes out at 3.78 / 3.70 eV. For the relative energy (zero: lowest compared OMol25 entry of this formula, charge and spin), the calculation gives 26.7 kcal/mol. The multiplicity is 2.

Atom charges from the Löwdin analysis, given in e for atoms 1 to 4:
1. C -0.2988
2. C -0.4464
3. C -0.1722
4. C -0.1209

=====

No. 5
Below is a molecular structure, C30H63Cl13FNNbO4 in a non-equilibrium geometry, with properties calculated with wB97M-V/def2-TZVPD.

CARTESIAN COORDINATES (ANGSTROEM)
C 0.46553 0.22410 2.41675
O 0.36223 -0.03054 0.97247
C -0.20249 -1.34746 0.66367
Nb -0.02403 -2.00626 -1.52514
C -0.20191 0.22832 -2.05664
C -1.49360 0.99389 -1.40734
C -1.09022 2.43873 -0.72308
C -2.41200 3.40556 -0.43298
C -3.60968 2.63383 0.39607
N -3.11583 1.70181 1.48132
C -2.26468 -2.35209 -1.54040
O -3.03793 -1.51983 -2.52268
C -4.48460 -1.60000 -2.23922
C -5.24427 -0.93998 -0.92478
O -5.29293 -2.22906 -3.12127
C 0.39013 -4.20148 -0.97113
C -0.86334 -5.02701 -0.33748
C -1.43138 -4.47163 1.10046
O -0.29359 -6.38139 -0.00394
C 2.21043 -1.74019 -1.65525
C 3.13435 -1.48369 -0.37870
C 3.38858 0.12209 0.03285
Cl 2.92718 -2.53697 1.12758
C 0.01088 -2.68740 -3.70434
C -0.53688 -1.66096 -4.82546
F -0.82593 -3.93969 -3.83791
H 1.37252 0.98917 2.54896
H -0.47979 0.79364 2.84051
H 0.75228 -0.73536 3.02816
H -1.37518 -1.24232 0.86789
H 0.14038 -2.19685 1.42965
H 0.74785 0.73036 -1.53260
H -0.09042 0.48448 -3.18630
H -2.21187 1.26557 -2.32170
H -2.16023 0.31126 -0.69620
H -0.37009 3.00393 -1.47230
H -0.52541 2.34877 0.29991
H -2.78484 3.88206 -1.45267
H -2.00788 4.27123 0.27481
H -4.24430 3.47184 0.93397
H -4.30676 2.11048 -0.38516
H -3.17630 0.69230 1.20337
H -2.15878 1.95493 1.82721
H -2.58632 -3.45950 -1.85204
H -2.78570 -2.16015 -0.50775
H -4.69630 -1.22971 0.09460
H -6.34082 -1.38865 -0.80454
H -5.26942 0.22666 -0.96885
H 0.69733 -4.77646 -1.97282
H 1.29863 -4.35476 -0.24765
H -1.72425 -5.30007 -1.11934
H -2.22145 -5.28479 1.47480
H -2.00259 -3.45377 1.05262
H -0.59674 -4.46232 1.95337
H 0.44055 -6.14975 0.64144
H 2.40050 -0.84463 -2.42400
H 2.64262 -2.69587 -2.22915
H 4.23754 -1.78890 -0.74776
H 2.65488 0.85323 -0.50416
H 3.36364 0.19915 1.22088
H 4.48545 0.48187 -0.26723
H 1.12088 -2.99709 -4.01715
H -1.56709 -1.14827 -4.62989
H -0.63195 -2.20453 -5.88003
H 0.25470 -0.77929 -4.97372
Cl -1.36521 7.65483 0.37646
C -0.60125 7.10417 1.88792
C 0.79249 6.54257 1.65668
Cl 0.75810 5.00513 0.75829
H -1.26168 6.36498 2.35282
H -0.54635 7.97378 2.54967
H 1.27449 6.33697 2.61676
H 1.42287 7.24505 1.10234
Cl -4.93363 8.30617 -1.33765
C -3.84318 7.88162 -2.68007
C -4.34611 6.68645 -3.47379
Cl -4.27126 5.17506 -2.53457
H -2.84710 7.69891 -2.26398
H -3.78369 8.76035 -3.32925
H -3.72190 6.53927 -4.35982
H -5.37967 6.82895 -3.80486
Cl -1.20407 6.00205 4.83136
C 0.22580 5.29467 5.62286
C 1.14988 6.35666 6.19698
Cl 1.95065 7.31134 4.92442
H 0.74176 4.66393 4.89166
H -0.14375 4.65011 6.42606
H 1.94271 5.88247 6.78255
H 0.61047 7.04887 6.85122
Cl 4.04471 -4.58170 -3.27649
C 4.95298 -4.21566 -4.76392
C 6.10048 -3.25009 -4.51437
Cl 5.52682 -1.61544 -4.10101
H 4.24866 -3.82206 -5.50400
H 5.34264 -5.16688 -5.13876
H 6.70778 -3.15266 -5.41883
H 6.74938 -3.59663 -3.70382
Cl -3.94485 -5.97299 3.24757
C -3.34644 -7.63067 3.50326
C -2.62134 -7.78217 4.83090
Cl -1.07673 -6.89594 4.85914
H -2.70055 -7.89280 2.65898
H -4.21977 -8.28938 3.47959
H -2.38477 -8.83538 5.00726
H -3.23208 -7.42550 5.66633
Cl 7.40567 -1.07132 -0.32679
C 8.10366 -0.41109 1.17264
C 7.21587 -0.66413 2.38059
Cl 5.70364 0.27428 2.31283
H 8.28367 0.65825 1.02159
H 9.07156 -0.90144 1.31365
H 7.73550 -0.36076 3.29398
H 6.95390 -1.72289 2.47313

The frontier orbital gap is 6.53 eV. The charge is -1. As for the HOMO energy: -4.8 eV. The LUMO energy comes out at 1.78 eV. For the relative energy (zero: lowest compared OMol25 entry of this formula, charge and spin), the calculation gives 215.1 kcal/mol. The multiplicity is 1.

Atom charges from the Löwdin analysis, given in e for atoms 1 to 4:
1. C -0.1411
2. O -0.3766
3. C -0.3786
4. Nb 1.8690